2 unconnected molecules or ions with the total composition C12H14N3 at a distorted geometry, computed with ωB97M-V/def2-TZVPD.

As for the total charge: +1. The value obtained for the orbital gap (alpha / beta) is 0.2309 / 0.2310 Ha. As for the calculated total energy: -629.52893 a.u. The HOMO energy (alpha / beta) is -10.70 / -10.70 eV. Its energy above the lowest of the compared OMol25 structures with the same formula, charge and spin is 352.7 kJ/mol.

Geometry (Å):
H1 0.380 0.104 1.577
N1 -1.359 1.135 -1.078
C1 1.507 0.805 -0.033
H2 2.029 -1.823 2.178
H3 -3.256 -2.449 1.053
H4 -0.061 -1.276 -1.711
H5 -0.931 -3.130 0.127
C2 2.753 -1.681 0.112
C3 -2.560 -1.829 0.420
H6 2.669 1.085 -1.823
H7 -0.791 1.334 -1.882
C4 2.411 0.380 -1.042
C5 3.056 -0.865 -0.984
C6 2.097 -1.246 1.232
C7 -3.910 0.124 -0.207
H8 -4.727 -0.255 0.408
C8 0.894 2.057 -0.207
H9 -3.945 1.041 -0.782
C9 -1.449 -2.286 -0.203
H10 3.715 -1.128 -1.698
H11 3.338 -2.655 0.131
C10 -2.756 -0.494 -0.045
C11 1.336 -0.059 1.111
C12 -0.905 -1.215 -0.989
H12 0.517 2.514 1.753
N2 0.430 2.830 0.691
H13 0.905 2.366 -1.259
H14 0.288 3.801 0.525
N3 -1.610 -0.106 -0.792

Cartesian forces (eV/Å) of the 3 atoms listed first:
0.2 0.1 1.4
-0.9 2.1 0.7
1.4 -3.0 0.9